13
Properties=species:S:1:pos:R:3:forces:R:3:lowdin_charge:R:1 method="wB97M-V/def2-TZVPD" energy_ha=-228.5810 e_homo_ev=-8.99 homo_lumo_gap_ev=9.97 relative_energy_ev=1.841
C -1.607577 0.609794 -1.184415 -0.31 0.00 0.16 -0.128
C -0.219148 0.231567 -0.706910 1.87 0.53 2.57 -0.307
N 1.845237 -0.839846 1.016233 -0.89 0.21 -0.87 0.090
C 0.607235 -0.569394 1.477689 -2.77 1.33 -1.28 -0.345
N -0.360718 -0.088360 0.775548 0.20 -0.19 -0.40 -0.013
H -2.233799 -0.299864 -1.135750 0.08 0.56 0.26 0.074
H -1.631305 0.919608 -2.220093 0.18 0.20 -0.34 0.052
H -2.047125 1.441942 -0.560457 0.53 -1.10 -0.54 0.088
H 0.562042 1.075801 -0.740218 -1.24 -0.58 -0.27 0.118
H 0.321066 -0.593290 -1.202942 -0.79 -0.01 -0.31 0.098
H 1.932042 -0.234397 0.187356 1.52 -0.74 0.77 0.089
H 2.465891 -1.009784 1.773051 1.33 0.34 -0.32 0.080
H 0.366160 -0.643777 2.520907 0.29 -0.56 0.57 0.103